{
  "formula": "H14O7",
  "method": "ωB97M-V/def2-TZVPD",
  "elements": ["O", "H", "H", "O", "H", "H", "O", "H", "H", "O", "H", "H", "O", "H", "H", "O", "H", "H", "O", "H", "H"],
  "xyz": [[0.054986, 0.947865, -0.648685], [-0.041568, 0.169706, 0.008322], [0.472775, 0.654621, -1.428145], [2.253370, 3.308875, -4.402932], [1.780333, 3.791343, -3.708033], [2.403414, 3.983440, -5.041598], [0.133828, -1.907225, 3.848333], [0.556768, -2.446435, 4.410996], [0.675921, -1.117629, 3.955698], [-1.579082, -0.811594, 0.949783], [-2.457959, -0.403743, 0.826131], [-1.156477, -0.223874, 1.579648], [0.525282, -2.666329, 2.211498], [0.613883, -3.568257, 2.034266], [-0.435175, -2.417810, 1.918301], [0.500629, 0.928766, 1.923689], [0.060822, 1.329193, 2.695633], [0.777417, 1.677088, 1.381134], [-1.741055, -0.049325, -4.233294], [-2.492188, -0.599167, -4.316240], [-0.905925, -0.579509, -3.964506]],
  "forces_ev_per_angstrom": [[-0.8, -0.7, 2.7], [0.2, 1.6, -2.0], [0.7, -0.8, -1.3], [-0.4, -0.3, 1.1], [0.1, -0.4, -0.1], [0.3, 0.7, -1.0], [-3.6, 7.1, 4.3], [2.1, -3.6, 3.1], [-0.2, 0.4, -0.2], [-1.0, 0.0, 0.0], [0.6, -0.4, -0.1], [0.4, 0.2, 0.3], [-1.3, -0.5, -6.9], [0.2, -2.5, -1.2], [2.7, -0.8, 0.7], [-0.4, 0.3, 1.2], [0.4, -0.1, -0.4], [-0.1, -0.1, -0.3], [3.4, 0.3, 0.7], [-0.8, -1.3, 0.0], [-2.6, 1.0, -0.8]],
  "de_lowest_ev": 5.083,
  "lumo_ev": 0.48,
  "total_charge": 0,
  "orbital_gap_ev": 8.399
}